This record from the Open Molecules 2025 dataset describes C5H8O2 as an isolated structure. The level of theory is wB97M-V/def2-TZVPD.

## Properties
F_max   0.9 eV/A
HOMO (alpha / beta)   -7.8 / -7.8 eV
Total charge   0
Spin multiplicity   1

Element x y z (Å)
C1 1.4047 -1.0664 -0.7138
C2 0.1753 -0.9236 0.1520
O1 0.5186 -0.5653 1.5407
C3 -0.3589 0.4370 1.4761
C4 -0.2329 1.5433 -0.2999
C5 -0.8286 0.2872 0.1058
O2 -2.1111 -0.1320 -0.2929
H1 1.6327 -0.1677 -1.2931
H2 2.2578 -1.2810 -0.0609
H3 1.2877 -1.9042 -1.4037
H4 -0.4121 -1.8381 0.2139
H5 -0.7416 0.8792 2.4020
H6 0.2521 1.6281 -1.2856
H7 -0.3910 2.4732 0.2355
H8 -2.4526 0.6301 -0.7763

***

This record from the Open Molecules 2025 dataset describes a 16-piece molecular cluster, C61H142Cl21N9 overall. The level of theory is wB97M-V/def2-TZVPD.

## Properties
F_max   3.1 eV/A
HOMO   -8.0 eV
Total charge   0
Spin multiplicity   1

Element x y z (Å)
C1 17.5294 16.1637 16.2978
C2 18.4226 16.1285 17.5478
N1 18.9016 17.4752 17.8793
C3 20.2709 17.5146 18.3822
C4 20.4952 16.5602 19.5862
C5 17.9644 18.1337 18.8370
C6 18.0369 19.6440 18.7292
H1 18.1488 16.4024 15.4771
H2 16.6935 16.8429 16.4336
H3 17.0882 15.1459 16.2881
H4 17.8176 15.6512 18.4109
H5 19.2874 15.4324 17.5047
H6 20.9204 17.2325 17.5460
H7 20.4994 18.4535 18.8210
H8 21.5118 16.6128 19.9518
H9 19.8484 16.7241 20.4551
H10 20.3330 15.4920 19.4046
H11 18.1820 17.7161 19.8605
H12 16.8911 17.8287 18.6620
H13 17.2251 20.1995 19.1783
H14 17.9307 19.8941 17.6554
H15 18.9644 20.0966 19.1002
C7 13.4065 16.1445 17.8313
C8 12.2327 16.7579 18.5580
N2 11.5521 17.8213 17.8391
C9 12.3913 18.9661 17.5720
C10 11.8720 20.3543 17.8989
C11 10.7512 17.3640 16.6651
C12 9.4998 16.6341 17.2002
H16 13.9503 15.4742 18.5223
H17 14.1156 16.9634 17.6254
H18 13.1423 15.5801 16.9381
H19 11.5106 16.0486 18.8528
H20 12.5887 17.2300 19.4402
H21 13.2878 18.7564 18.1909
H22 12.7514 18.9727 16.5159
H23 12.6157 21.1144 17.7500
H24 10.9901 20.6345 17.4504
H25 11.7982 20.5533 18.9774
H26 11.3255 16.7586 15.9302
H27 10.4038 18.2149 16.0236
H28 9.7704 15.8147 17.8008
H29 8.9448 16.3988 16.3113
H30 8.8970 17.2928 17.8572
C13 19.0955 11.1753 21.7344
C14 18.7258 12.4200 21.0270
N3 17.9704 13.3814 21.7751
C15 17.4136 14.4016 20.8851
C16 16.9367 15.6541 21.5675
C17 17.1054 12.8080 22.7219
C18 15.8393 12.1018 22.1695
H31 19.6805 11.4426 22.6232
H32 19.7259 10.5683 21.0597
H33 18.2376 10.5324 21.9909
H34 19.6025 13.0269 20.6857
H35 18.0501 12.0807 20.2138
H36 18.2439 14.6326 20.2242
H37 16.6375 13.9815 20.2137
H38 16.5715 16.3411 20.7710
H39 16.1203 15.3642 22.2614
H40 17.8164 16.0753 22.0216
H41 16.7989 13.5871 23.4350
H42 17.6794 12.1059 23.3408
H43 15.3688 12.7028 21.4006
H44 15.1039 11.8773 22.9986
H45 16.2061 11.2097 21.6677
C19 23.9603 14.1500 19.7619
C20 24.4535 14.5781 21.1352
N4 25.8489 14.9787 21.2194
C21 26.1034 15.3488 22.6378
C22 27.5380 15.6818 23.0184
C23 26.7803 13.9698 20.7065
C24 26.9319 12.6831 21.5597
H46 23.9333 13.0990 19.6702
H47 24.6956 14.5602 19.0520
H48 22.9401 14.5758 19.4559
H49 23.8824 15.4222 21.4046
H50 24.1381 13.7706 21.8558
H51 25.4309 16.1841 22.8014
H52 25.6570 14.5977 23.3007
H53 27.5851 16.0013 24.0460
H54 28.2038 14.8157 22.7924
H55 27.8514 16.4921 22.4077
H56 27.7623 14.4163 20.5767
H57 26.4481 13.6436 19.7289
H58 27.7250 12.0024 21.2322
H59 26.0364 12.0846 21.4533
H60 27.0585 12.9906 22.6072
C25 14.0813 17.2523 14.3346
C26 13.1694 17.4680 13.1748
N5 12.1289 16.4189 13.1938
C27 12.6433 15.0539 12.8862
C28 11.8850 13.9899 13.7918
C29 11.0116 16.6960 12.3413
C30 10.0166 17.7490 12.9851
H61 14.9198 16.5920 14.1259
H62 13.5134 16.7115 15.0834
H63 14.5688 18.1206 14.7749
H64 12.5766 18.3810 13.2614
H65 13.7246 17.5814 12.2089
H66 12.4844 14.6603 11.7971
H67 13.6982 14.9771 13.1689
H68 10.7918 13.9453 13.4811
H69 12.2927 12.9994 13.7076
H70 11.8977 14.3519 14.8249
H71 10.5217 15.6824 12.2520
H72 11.2458 17.0758 11.3625
H73 9.0292 17.8726 12.4543
H74 10.4553 18.7186 12.8296
H75 9.9800 17.6258 14.0655
C31 22.2016 9.9883 14.6503
C32 21.3205 11.1556 14.9003
N6 21.9379 12.0980 15.7652
C33 22.0785 11.6437 17.0989
C34 20.7451 11.4587 17.8751
C35 21.3330 13.4103 15.6471
C36 22.0773 14.4893 16.4372
H76 21.9225 9.5117 13.6657
H77 22.0830 9.1797 15.3973
H78 23.2006 10.3535 14.4597
H79 21.0969 11.7011 13.9395
H80 20.2889 10.8421 15.1868
H81 22.5629 10.6629 17.1365
H82 22.7634 12.2630 17.6609
H83 19.9855 10.7781 17.4298
H84 21.0158 11.0267 18.8621
H85 20.2725 12.4266 17.9864
H86 20.2623 13.4874 15.9184
H87 21.2924 13.7054 14.5728
H88 22.1184 15.3989 15.8597
H89 23.1614 14.2118 16.6381
H90 21.6587 14.7430 17.3915
C37 15.8986 25.2959 23.8415
C38 17.0593 25.2383 22.8412
N7 16.6397 25.1848 21.4213
C39 17.5857 24.4365 20.6101
C40 17.5063 22.9097 20.7997
C41 16.4484 26.5924 20.9216
C42 15.5473 26.5571 19.7512
H91 15.2206 26.1170 23.7190
H92 16.2986 25.2888 24.8689
H93 15.3656 24.2990 23.7094
H94 17.7643 26.0593 23.0158
H95 17.5866 24.3389 23.2019
H96 17.3591 24.7069 19.5752
H97 18.6426 24.7388 20.7518
H98 16.5134 22.6051 20.7533
H99 17.8311 22.3872 19.9272
H100 17.9506 22.4893 21.6806
H101 17.4197 26.9855 20.5440
H102 16.0027 27.2056 21.7211
H103 15.2196 27.5965 19.5385
H104 14.6167 26.0001 19.8964
H105 15.8512 26.1126 18.7754
C43 20.8543 22.0003 18.8722
C44 21.4459 23.3565 18.2826
N8 21.2305 24.4141 19.2494
C45 21.1818 25.7105 18.5068
C46 19.7930 25.9103 17.7982
C47 22.2795 24.4016 20.3413
C48 21.9880 25.3269 21.5199
H106 21.3875 21.6621 19.8212
H107 20.9062 21.1753 18.1184
H108 19.8593 22.2718 19.1740
H109 22.5246 23.2090 18.0445
H110 20.9169 23.5468 17.3172
H111 21.3349 26.5823 19.2048
H112 21.9766 25.7329 17.7593
H113 19.4817 25.0222 17.2409
H114 19.0808 26.0828 18.6110
H115 19.8469 26.7371 17.1037
H116 23.3442 24.5096 19.9366
H117 22.2945 23.4007 20.7841
H118 21.7284 26.3194 21.1673
H119 22.7358 25.5137 22.2651
H120 21.0805 24.9825 22.0344
C49 16.6774 18.3031 11.7811
C50 17.2624 16.9462 11.9455
N9 17.7240 16.2476 10.8071
C51 17.9111 14.8019 11.1460
C52 18.5856 14.5225 12.4478
C53 18.8769 16.8097 10.2280
C54 18.5989 17.5053 8.9455
H121 17.5112 19.0188 11.5654
H122 16.3513 18.6171 12.7592
H123 15.8440 18.4594 11.0371
H124 18.0931 17.0834 12.6912
H125 16.4877 16.3727 12.4948
H126 16.8834 14.3508 11.1592
H127 18.4657 14.3352 10.3027
H128 19.5001 15.1134 12.6294
H129 18.1033 14.7361 13.4308
H130 18.8852 13.4440 12.5238
H131 19.6059 15.9504 10.0404
H132 19.4630 17.4870 10.9126
H133 18.2586 16.7887 8.1730
H134 19.4736 18.0627 8.5633
H135 17.7504 18.1686 9.0301
C55 15.8557 19.8869 22.0729
Cl1 15.0735 19.8712 20.4953
Cl2 17.5829 19.6104 22.0111
Cl3 14.9776 18.7659 23.1111
H136 15.6847 20.8521 22.3963
C56 19.9519 18.7877 15.0591
Cl4 21.2898 19.7353 15.7067
Cl5 20.4371 17.4490 14.0885
Cl6 18.8177 19.8933 14.0508
H137 19.3796 18.5418 15.9456
C57 22.7308 19.3939 21.7808
Cl7 23.7658 18.0640 22.3752
Cl8 23.7415 20.6428 21.0689
Cl9 21.6604 20.0794 22.9273
H138 22.1189 18.9490 21.0123
C58 16.2962 11.3009 15.6092
Cl10 15.1991 12.2763 14.6117
Cl11 15.4603 10.5566 16.9422
Cl12 17.6480 12.2562 16.1764
H139 16.6185 10.4500 15.0198
C59 19.5204 15.0756 24.0707
Cl13 20.8565 14.6922 22.9364
Cl14 19.2064 16.7990 24.1543
Cl15 19.6523 14.4872 25.7724
H140 18.6385 14.6222 23.5242
C60 15.6916 22.3497 16.1969
Cl16 17.2192 23.0084 15.7912
Cl17 15.5149 22.1282 17.9384
Cl18 15.4748 20.8285 15.3480
H141 14.9255 23.0796 15.9345
C61 25.5256 17.4939 18.3241
Cl19 26.2003 16.9024 16.8624
Cl20 23.7802 17.6286 18.1890
Cl21 26.2373 19.0738 18.6443
H142 25.7460 16.7512 19.1050

***

This record from the Open Molecules 2025 dataset describes an isolated ion of composition C19H23BrN3OS2 and charge +1. The level of theory is wB97M-V/def2-TZVPD.

## Properties
F_max   0.9 eV/A
HOMO   -11.4 eV
Total charge   +1
Spin multiplicity   1
SMILES   Cc1ccc2sc(N(CCC[NH+](C)C)C(=O)c3ccc(Br)s3)nc2c1C

Element x y z (Å)
C1 0.7537 4.4221 -2.0892
C2 1.3063 3.2962 -1.2754
C3 0.4931 2.2192 -0.9298
C4 1.0572 1.1882 -0.1740
N1 0.4172 0.0387 0.2193
C5 1.1708 -0.6929 0.9789
N2 0.6992 -1.8895 1.4849
C6 -0.5642 -1.9297 2.0626
O1 -1.2637 -2.9202 1.9846
C7 -0.9767 -0.7072 2.7375
C8 -0.2357 0.2389 3.4016
C9 -1.0200 1.2525 3.9682
C10 -2.3540 1.0677 3.7271
S1 -2.6775 -0.3685 2.8290
Br1 -3.7541 2.1973 4.2528
H1 -0.6298 2.0813 4.5295
H2 0.8327 0.1937 3.5119
C11 1.2724 -3.1088 0.9352
H3 2.3454 -3.1118 1.1404
H4 0.8049 -3.9427 1.4613
C12 1.0265 -3.2281 -0.5748
H5 1.4444 -4.1805 -0.9000
C13 -0.4627 -3.1958 -0.9292
H6 -0.6557 -3.7998 -1.8179
H7 -1.0237 -3.6234 -0.0950
N3 -0.9905 -1.8286 -1.1974
H8 -0.5069 -1.0990 -0.5721
C14 -0.7109 -1.4144 -2.5807
H9 -1.2499 -2.0529 -3.2796
H10 -1.0238 -0.3835 -2.7288
H11 0.3544 -1.4853 -2.7888
C15 -2.4347 -1.7682 -0.9206
H12 -2.8092 -0.7638 -1.1060
H13 -2.9670 -2.4679 -1.5636
H14 -2.6274 -2.0306 0.1184
H15 1.5674 -2.4386 -1.1012
S2 2.7965 -0.1207 1.2422
C16 2.3932 1.2694 0.2659
C17 3.1955 2.3423 -0.0742
C18 2.6378 3.3362 -0.8521
H16 3.2467 4.1823 -1.1306
H17 4.2174 2.4000 0.2624
C19 -0.9524 2.1725 -1.3143
H18 -1.4435 3.0989 -1.0225
H19 -1.0652 2.0745 -2.3943
H20 -1.4511 1.3475 -0.8131
H21 -0.0348 4.9371 -1.5413
H22 1.5296 5.1426 -2.3286
H23 0.3226 4.0533 -3.0185

***

This record from the Open Molecules 2025 dataset describes C4H7O3Pt as an isolated structure. The level of theory is wB97M-V/def2-TZVPD.

## Properties
F_max   11.6 eV/A
HOMO (alpha / beta)   -14.1 / -14.2 eV
Total charge   +1
Spin multiplicity   3

Element x y z (Å)
O1 2.6880 0.6186 -0.0554
C1 3.3950 -0.3709 0.0300
H1 4.4869 -0.2578 0.1212
H2 2.9625 -1.3855 0.0301
O2 -0.5222 1.5109 -0.0504
C2 -1.8114 1.0418 -0.1097
C3 -1.9604 -0.4448 0.1318
O3 -1.2892 -1.0171 1.2346
C4 -0.8304 -1.4086 -0.0587
Pt1 0.9915 0.9493 -0.1726
H3 -2.2908 1.2317 -1.0923
H4 -2.4515 1.5452 0.6443
H5 -2.9837 -0.8168 -0.0037
H6 0.0864 -1.0688 -0.5436
H7 -1.0047 -2.4660 -0.2778

***

This record from the Open Molecules 2025 dataset describes C29H30N8OPdS2 as an isolated structure. The level of theory is wB97M-V/def2-TZVPD.

## Properties
F_max   1.4 eV/A
HOMO (alpha / beta)   -14.0 / -14.0 eV
Total charge   +2
Spin multiplicity   1

Element x y z (Å)
Pd1 -0.0709 0.0370 -0.2389
C1 0.7793 -1.8877 2.1550
N1 -0.5080 -1.6290 1.5042
C2 -1.6052 -1.1495 2.3556
C3 -1.6597 0.3437 2.3318
N2 -1.0380 1.0501 1.4185
C4 -1.2564 2.3949 1.7195
C5 -0.7702 3.5635 1.1367
C6 -1.1711 4.7590 1.6965
C7 -2.0202 4.8030 2.8128
C8 -2.4831 3.6519 3.4159
C9 -2.0797 2.4510 2.8465
N3 -2.3088 1.1267 3.2078
C10 1.7391 -0.7539 1.8957
N4 1.5954 0.1392 0.9258
C11 2.7502 0.9093 0.8784
C12 3.1128 1.9582 0.0413
C13 4.3469 2.5304 0.2665
C14 5.1945 2.0793 1.2917
C15 4.8380 1.0399 2.1266
C16 3.5946 0.4659 1.8944
N5 2.9170 -0.5850 2.5102
H1 1.2162 -2.7943 1.7305
H2 0.6691 -2.0563 3.2301
H3 -0.8426 -2.4286 0.9856
H4 -1.5057 -1.5107 3.3833
H5 -2.5435 -1.5470 1.9634
H6 -0.0919 3.5395 0.2947
H7 -0.8135 5.6886 1.2755
H8 -2.3046 5.7636 3.2190
H9 -3.1170 3.6871 4.2914
H10 -2.8444 0.8105 4.0007
H11 2.4615 2.2885 -0.7569
H12 4.6786 3.3440 -0.3637
H13 6.1545 2.5577 1.4262
H14 5.4935 0.6936 2.9137
H15 3.2644 -1.1470 3.2716
C17 0.1848 3.6202 -4.1411
C18 -1.2662 3.2785 -3.8488
N6 -1.5200 1.8375 -4.0204
C19 -1.9133 1.4002 -5.3783
C20 -3.4228 1.2932 -5.5158
C21 -1.4269 0.9655 -3.0457
S1 -1.0836 1.6449 -1.4639
N7 -1.6730 -0.3177 -3.3150
C22 -1.7414 -1.2028 -2.3622
O1 -1.4897 -0.9937 -1.0898
C23 -2.1910 -2.5617 -2.6873
C24 -2.7355 -2.8112 -3.9497
C25 -3.1485 -4.0880 -4.2814
C26 -3.0212 -5.1206 -3.3619
C27 -2.4832 -4.8788 -2.1030
C28 -2.0734 -3.6041 -1.7662
H16 0.3395 4.6928 -4.0321
H17 0.4529 3.3438 -5.1605
H18 0.8525 3.0972 -3.4562
H19 -1.9433 3.7920 -4.5309
H20 -1.5664 3.5894 -2.8472
H21 -1.4209 0.4548 -5.5865
H22 -1.5104 2.1509 -6.0569
H23 -3.8199 0.5344 -4.8424
H24 -3.6767 1.0133 -6.5372
H25 -3.9090 2.2450 -5.2993
H26 -2.8266 -2.0011 -4.6585
H27 -3.5687 -4.2810 -5.2587
H28 -3.3411 -6.1196 -3.6266
H29 -2.3833 -5.6878 -1.3926
H30 -1.6471 -3.4178 -0.7918
S2 1.6686 -2.8988 -2.1021
C29 1.3878 -1.3727 -1.9489
N8 1.1581 -0.1786 -1.8166

***

This record from the Open Molecules 2025 dataset describes a 3-piece molecular cluster, C4H17N2O2 overall. The level of theory is wB97M-V/def2-TZVPD.

## Properties
F_max   1.5 eV/A
HOMO   -13.7 eV
Total charge   +1
Spin multiplicity   1

Element x y z (Å)
C1 -0.8210 -1.4152 -3.3368
C2 -0.5900 -0.3726 -2.2250
C3 0.3244 -0.8747 -1.0932
C4 0.9441 0.2980 -0.3096
N1 -0.1267 1.0425 0.4484
N2 -1.8420 0.0023 -1.5421
H1 -1.4292 -2.2107 -2.9167
H2 -1.1673 -0.8625 -4.2132
H3 0.1241 -1.8390 -3.6758
H4 -0.1275 0.4941 -2.6827
H5 1.1804 -1.3914 -1.5177
H6 -0.2091 -1.5831 -0.4559
H7 1.6873 -0.1104 0.3542
H8 1.3378 0.9789 -1.0609
H9 -0.0051 2.0476 0.4222
H10 -0.9986 0.8261 -0.1256
H11 -2.5277 0.3881 -2.1824
H12 -2.2966 -0.8006 -1.1177
H13 -0.1964 0.7015 1.4011
H14 2.3405 1.6753 2.7436
H15 0.9564 1.3380 3.4390
O1 1.4988 1.2249 2.6444
H16 0.6996 0.5632 6.3446
H17 0.4417 -0.5040 5.2540
O2 0.8021 0.3838 5.4037

***

This record from the Open Molecules 2025 dataset describes a 2-piece molecular cluster, C4H12O3 overall. The level of theory is wB97M-V/def2-TZVPD.

## Properties
F_max   2.7 eV/A
HOMO   -9.8 eV
Total charge   0
Spin multiplicity   1
SMILES   C[C@H](O)CCO.O

Element x y z (Å)
C1 1.4168 -1.4073 0.6841
O1 0.7744 -2.6209 0.3488
C2 0.4321 -0.2778 0.7170
C3 -0.2372 -0.0089 -0.6233
C4 0.6234 0.5133 -1.7760
O2 -1.4788 0.7095 -0.6304
H1 2.2424 -1.1703 0.0068
H2 1.8901 -1.5227 1.6471
H3 1.2606 -3.0504 -0.3579
H4 0.9112 0.6520 1.0386
H5 -0.3838 -0.4276 1.4327
H6 -0.5552 -1.0097 -0.9623
H7 0.3496 -0.0258 -2.6773
H8 1.6318 0.1712 -1.5913
H9 0.4931 1.5766 -1.9099
H10 -1.9969 0.4349 0.1402
H11 -2.0974 2.3933 0.7973
H12 -3.1064 2.5932 1.9572
O3 -2.1700 2.4772 1.7587

***

This record from the Open Molecules 2025 dataset describes C27H25BrCl5CuNOS2 as an isolated structure. The level of theory is wB97M-V/def2-TZVPD.

## Properties
F_max   0.1 eV/A
HOMO (alpha / beta)   -1.4 / -1.4 eV
Total charge   -2
Spin multiplicity   2

Element x y z (Å)
Cu1 -1.7434 -1.6821 0.4044
C1 4.4388 2.4858 0.8135
C2 3.5000 2.7063 -0.3729
C3 4.3556 2.9423 -1.6253
C4 2.6680 3.9653 -0.0861
C5 2.5666 1.5178 -0.5890
C6 2.5853 0.3830 0.2064
C7 1.6602 -0.6237 0.0036
Br1 1.7541 -2.1713 1.1091
C8 0.6214 -0.5731 -0.9551
O1 -0.2826 -1.4821 -1.0391
C9 0.6673 0.5676 -1.8297
C10 1.6113 1.5557 -1.6112
C11 -0.3589 0.6748 -2.9619
C12 -1.7817 0.7620 -2.3906
C13 -0.1347 1.9173 -3.8287
C14 -0.2416 -0.5543 -3.8767
H1 5.0845 3.3598 0.9394
H2 5.0770 1.6122 0.6629
H3 3.8748 2.3427 1.7371
H4 5.0094 3.8109 -1.4898
H5 3.7298 3.1221 -2.5009
H6 4.9770 2.0683 -1.8336
H7 3.3208 4.8273 0.0903
H8 2.0404 3.8094 0.7930
H9 2.0092 4.2032 -0.9227
H10 3.2971 0.2661 1.0120
H11 1.5991 2.4261 -2.2556
H12 -1.9097 1.6378 -1.7495
H13 -2.0232 -0.1180 -1.7989
H14 -2.5047 0.8326 -3.2108
H15 -0.2695 2.8386 -3.2573
H16 -0.8693 1.9198 -4.6383
H17 0.8632 1.9269 -4.2769
H18 -0.4035 -1.4665 -3.3056
H19 0.7514 -0.5938 -4.3355
H20 -0.9871 -0.4948 -4.6766
Cl1 -4.6860 -1.4012 -0.8674
C15 -4.2988 -2.9897 -0.2664
C16 -3.0362 -3.1761 0.2996
C17 -2.7978 -4.4710 0.7479
Cl2 -1.2351 -4.8163 1.4608
C18 -3.7202 -5.5122 0.6680
Cl3 -3.3507 -7.1010 1.2616
C19 -4.9649 -5.2689 0.0974
Cl4 -6.1392 -6.5402 -0.0213
C20 -5.2559 -3.9932 -0.3785
Cl5 -6.8052 -3.6872 -1.0973
S1 -2.8416 2.0363 1.1826
S2 -0.0982 2.0631 2.5177
C21 -1.2261 1.2440 1.2608
N1 -1.3241 -0.1459 1.6483
C22 -0.8557 -0.3917 2.8769
C23 -1.0021 -1.6257 3.5452
C24 -0.4340 -1.7999 4.7853
C25 0.2866 -0.7607 5.3923
C26 0.4350 0.4654 4.7610
C27 -0.1307 0.6601 3.5067
H21 -0.6978 1.3060 0.3104
H22 -1.5547 -2.4162 3.0539
H23 -0.5399 -2.7497 5.2954
H24 0.7316 -0.9151 6.3686
H25 0.9894 1.2652 5.2370